# 1
DFT (ωB97M-V with the def2-TZVPD basis set) results for 5 unconnected molecules or ions with the total composition C21H35NO10 in a non-equilibrium geometry.

```
! RIJCOSX wB97M-V def2-TZVPD def2/J DEFGRID3
* xyz 0 1
O -1.74 -0.80 2.14
O 3.20 -2.61 -3.87
O -3.84 -1.86 -1.25
O 4.24 -2.15 3.49
O -2.39 -0.21 -0.89
O -1.81 2.20 -3.89
O -0.39 3.88 -3.45
O 2.17 -1.60 -2.15
O 5.82 -1.91 1.92
O -1.36 1.22 2.92
N -4.01 -0.36 1.62
C -0.14 2.83 -5.54
C 5.34 -1.56 2.97
C -2.91 -1.21 -1.63
C -0.89 2.89 -4.23
C -3.09 -1.24 2.31
C -5.93 0.79 2.73
C -1.66 0.56 2.03
C 3.83 -1.46 4.69
C -5.59 0.89 4.22
C 5.80 -0.43 3.86
C -2.19 -1.32 -2.96
C 1.13 3.62 -5.23
C 3.64 -2.15 -0.40
C -1.36 0.47 -1.65
C 0.64 4.59 -4.16
C 5.08 -0.74 5.17
C 2.52 -1.21 -0.81
C 4.34 -2.41 -1.73
C -0.91 -0.53 -2.69
C 3.21 -2.26 -2.73
C -5.39 -0.48 2.11
H 4.86 0.14 5.78
H -2.00 -2.36 -3.21
H 3.03 -0.77 4.43
H 0.20 5.49 -4.59
H 1.42 4.88 -3.46
H -2.80 -0.85 -3.73
H -5.92 -0.03 4.69
H 4.28 -1.74 0.37
H -5.65 1.68 2.19
H 4.77 -3.41 -1.78
H -6.03 -0.73 1.27
H -0.55 0.76 -0.98
H 0.08 1.80 -5.82
H -7.01 0.72 2.68
H 6.88 -0.44 3.97
H -6.19 1.69 4.65
H 1.57 4.12 -6.09
H 3.22 -3.08 -0.02
H -0.74 3.31 -6.31
H -0.48 -0.07 -3.58
H -1.86 1.03 1.08
H 5.47 0.51 3.43
H 5.10 -1.66 -1.94
H 1.88 2.96 -4.81
H 2.84 -0.16 -0.83
H -3.34 -1.33 3.36
H -5.52 -1.29 2.83
H 1.64 -1.30 -0.17
H 3.46 -2.19 5.41
H -4.02 -0.73 0.68
H -4.53 1.05 4.37
H -0.16 -1.20 -2.26
H 5.69 -1.42 5.77
H -1.79 1.37 -2.09
H -3.14 -2.23 1.86
*
```

Computed properties:
LUMO energy in hartree: 0.01470
Gap between HOMO and LUMO in eV: 9.28
E in a.u.: -1628.35446
Relative energy (zero: lowest compared OMol25 entry of this formula, charge and spin) in eV: 0.0000

# 2
DFT (ωB97M-V with the def2-TZVPD basis set) results for 2 unconnected molecules or ions with the total composition C3H6NO4S in a non-equilibrium geometry.

```
! RIJCOSX wB97M-V def2-TZVPD def2/J DEFGRID3
* xyz -1 1
S -3.71 -0.28 -1.79
O -3.33 -0.66 -3.11
O 1.76 -2.32 2.53
O -4.39 1.02 -1.74
O -0.15 -2.20 1.50
N 0.98 -1.76 1.76
C 1.10 1.25 -0.65
C 0.45 0.35 0.33
C 1.38 -0.55 1.18
H 2.32 -0.16 1.47
H 0.35 1.52 -1.39
H 2.11 0.99 -1.15
H 0.02 1.11 1.10
H -0.34 -0.42 0.03
H 1.44 2.10 -0.06
*
```

Computed properties:
LUMO energy in hartree: 0.03505
Gap between HOMO and LUMO in eV: 3.39
E in a.u.: -871.70214
Relative energy (zero: lowest compared OMol25 entry of this formula, charge and spin) in eV: 4.5028

# 3
DFT (ωB97M-V with the def2-TZVPD basis set) results for a molecular structure, C25H32F4N4ReSSe.

```
! RIJCOSX wB97M-V def2-TZVPD def2/J DEFGRID3
* xyz 2 2
Re -0.34 -0.46 -0.61
Se 1.17 -0.42 1.22
S -0.06 -2.55 -1.64
F 4.07 1.73 -3.04
F 0.11 4.11 -0.22
F 1.96 0.31 -2.40
F 2.19 5.53 -1.00
N 2.32 -3.31 -0.43
N -2.33 -0.18 -1.60
N 2.53 -2.86 -2.53
N -0.21 1.40 -0.97
C -0.67 0.76 5.37
C 0.91 2.17 -1.33
C 0.28 0.08 2.87
C 2.22 -2.47 -3.91
C -1.16 1.13 6.75
C -0.65 -0.76 3.47
C -3.45 -2.00 -0.21
C 3.77 -3.26 -2.07
C 0.75 1.26 3.46
C 1.66 -2.89 -1.52
C -2.51 -0.93 -2.89
C -1.48 -0.59 -3.97
C 3.09 2.35 -2.37
C -1.11 -0.38 4.73
C 2.14 4.26 -1.36
C -2.42 1.29 -1.88
C 3.64 -3.55 -0.75
C -3.45 -0.56 -0.67
C 1.99 1.60 -2.01
C 0.25 1.58 4.72
C 3.19 3.69 -2.06
C -1.18 -2.05 2.90
C 1.75 2.18 2.81
C 1.04 3.51 -0.99
C -1.57 2.03 -0.90
H 0.59 2.49 5.19
H -1.60 2.13 6.75
H 4.06 4.27 -2.33
H 1.59 2.27 1.74
H -1.91 0.43 7.10
H -3.52 -0.70 -3.25
H -3.46 1.61 -1.85
H 1.89 -3.46 0.47
H -1.53 3.09 -1.13
H 2.77 1.83 2.98
H -0.84 -2.90 3.50
H -1.38 -1.44 -4.64
H -2.03 1.47 -2.88
H -2.49 -1.99 -2.66
H -1.83 -1.02 5.22
H -0.87 -2.23 1.87
H -2.27 -2.06 2.93
H -0.50 -0.37 -3.55
H 1.97 -1.42 -3.94
H -4.15 -2.11 0.62
H -0.33 1.13 7.46
H 4.63 -3.30 -2.71
H -1.78 0.26 -4.58
H 1.67 3.18 3.24
H -3.76 -2.69 -0.99
H -3.40 0.12 0.19
H -4.39 -0.34 -1.19
H -1.96 1.94 0.12
H 1.40 -3.07 -4.28
H 4.36 -3.89 -0.03
H -2.47 -2.31 0.17
H 3.10 -2.65 -4.51
*
```

Computed properties:
LUMO energy (alpha / beta) in hartree: -0.29501 / -0.28703
<S²>: 0.774
Gap between HOMO and LUMO (alpha / beta) in eV: 5.65 / 5.95
E in a.u.: -4467.63824
Relative energy (zero: lowest compared OMol25 entry of this formula, charge and spin) in eV: 1.4111

# 4
DFT (ωB97M-V with the def2-TZVPD basis set) results for a molecular structure, C63H64BaN8P2Se3 in a non-equilibrium geometry.

```
! RIJCOSX wB97M-V def2-TZVPD def2/J DEFGRID3
* xyz -2 1
Ba 0.23 -0.01 -0.04
Se -2.89 5.32 -4.79
Se -4.44 -2.70 -0.78
Se -1.92 2.21 1.08
P -3.18 3.23 -4.83
P -2.88 2.54 -0.77
N 1.99 0.03 -1.65
N 1.03 -2.30 -0.12
N 0.80 -0.60 2.30
N -1.27 1.52 -4.29
N -1.02 1.12 -2.18
N 1.71 1.74 0.73
N -0.56 0.89 -3.40
N -6.28 -3.64 1.32
C 4.94 2.24 -4.22
C 0.66 -0.35 4.58
C 3.45 4.97 0.08
C 1.50 -3.58 5.61
C -7.10 2.28 -5.69
C 2.31 2.62 -0.10
C 1.28 -4.37 -1.10
C 2.90 -1.07 -5.10
C 2.09 -0.92 -2.61
C -4.03 6.50 -0.96
C -6.73 1.81 0.26
C 0.78 -3.26 0.81
C -7.76 2.81 -4.59
C -5.44 2.31 0.22
C -1.96 2.79 -8.70
C 3.77 4.09 3.90
C 2.30 3.61 1.93
C 4.95 4.67 -0.03
C -2.96 4.35 -0.99
C 0.47 -1.68 4.31
C 2.86 0.98 -3.55
C -4.11 5.12 -0.87
C -2.59 0.61 -7.92
C 3.43 2.04 -4.44
C -7.04 3.43 -3.58
C 0.53 -3.03 2.16
C 1.69 2.29 1.97
C 0.92 -4.58 0.20
C -2.86 1.14 -6.67
C 0.76 -5.88 0.92
C 0.22 -2.80 5.26
C 0.88 0.30 3.30
C 1.61 -5.38 -2.15
C 2.51 4.49 3.12
C -5.55 -3.27 0.50
C -1.73 4.97 -1.18
C 2.04 -6.28 1.67
C 3.12 -5.61 -2.27
C 2.69 3.81 0.64
C -2.70 2.50 -6.43
C 1.78 -2.27 -2.44
C -5.66 3.49 -3.66
C 0.68 0.32 5.92
C -2.24 2.23 -3.66
C -6.23 0.36 -1.60
C -7.13 0.84 -0.65
C 2.10 0.45 6.49
C 1.35 -2.92 -1.27
C 0.57 -1.81 2.86
C -2.13 1.44 -8.94
C -2.08 1.96 -2.28
C -1.65 6.35 -1.26
C -4.95 0.88 -1.66
C -2.25 3.32 -7.45
C 4.25 -1.80 -5.07
C 1.24 1.65 3.13
C -2.80 7.11 -1.15
C 2.45 1.19 -2.16
C -4.98 2.93 -4.74
C -4.56 1.87 -0.77
C -5.71 2.35 -5.77
C 2.59 2.38 -1.45
C 2.64 -0.33 -3.82
H 5.14 2.47 -3.17
H 1.26 2.24 4.04
H -7.42 2.16 1.02
H -5.10 4.01 -2.90
H -5.07 4.65 -0.71
H -4.93 7.10 -0.87
H 2.10 -1.79 -5.27
H -0.06 -5.80 1.63
H 3.51 -6.04 -1.35
H 1.65 4.44 3.78
H 3.01 3.21 -2.00
H 1.97 -3.95 4.70
H -3.19 0.49 -5.87
H -8.12 0.42 -0.60
H -6.52 -0.44 -2.27
H 0.33 -3.90 2.77
H 3.30 5.85 0.71
H -8.84 2.74 -4.53
H -2.12 4.38 -7.26
H 5.07 -1.08 -4.99
H 1.88 -7.18 2.28
H 1.21 -5.06 -3.11
H 0.24 1.31 5.83
H 2.74 0.99 5.79
H 3.88 4.69 4.81
H -2.72 -0.45 -8.10
H -7.55 3.86 -2.73
H 5.50 5.50 -0.48
H 5.36 4.46 0.95
H 1.12 -6.33 -1.90
H 3.36 -6.27 -3.10
H 5.10 3.78 -0.65
H 5.48 1.33 -4.47
H -5.21 1.95 -6.63
H 2.91 2.98 -4.27
H 2.88 -0.37 -5.94
H 4.31 -2.46 -4.21
H 3.63 -4.65 -2.43
H 4.66 4.25 3.29
H 3.06 5.23 -0.91
H 3.73 3.04 4.17
H 1.96 -2.91 -3.30
H -2.74 8.19 -1.24
H 2.54 -0.53 6.66
H 2.85 -6.48 0.97
H -5.09 3.01 0.97
H 2.09 0.99 7.44
H -0.69 6.82 -1.42
H 2.60 5.53 2.79
H 2.22 -2.94 6.12
H -4.24 0.50 -2.39
H -0.83 4.36 -1.25
H 4.40 -2.39 -5.98
H -0.21 -2.40 6.19
H -1.60 3.44 -9.49
H 3.26 1.76 -5.49
H 0.50 -6.67 0.21
H -7.66 1.83 -6.50
H 1.27 -4.43 6.26
H -1.91 1.02 -9.91
H -0.51 -3.48 4.84
H 5.33 3.05 -4.84
H 0.06 -0.25 6.62
H 2.36 -5.47 2.33
*
```

Computed properties:
LUMO energy in hartree: 0.13018
Gap between HOMO and LUMO in eV: 5.56
E in a.u.: -10789.86717

# 5
DFT (ωB97M-V with the def2-TZVPD basis set) results for 2 unconnected molecules or ions with the total composition C2H3O2P in a non-equilibrium geometry.

```
! RIJCOSX wB97M-V def2-TZVPD def2/J DEFGRID3
* xyz 0 1
P -3.33 -0.37 -0.02
O -0.70 -0.88 0.53
O -3.25 0.90 -0.75
C 1.18 -0.13 -0.84
C 0.16 -0.39 -0.11
H 2.01 0.21 -0.28
H -3.25 -0.10 1.37
H 1.34 -0.25 -1.91
*
```

Computed properties:
LUMO energy in hartree: -0.01459
Gap between HOMO and LUMO in eV: 8.91
E in a.u.: -569.76488
Relative energy (zero: lowest compared OMol25 entry of this formula, charge and spin) in eV: 1.8505